Entry 1:
ORCA calculation (the ωB97M-V functional and the def2-TZVPD basis) on a cluster of 2 separate species, C12H18OSe in total at a distorted geometry.

Bonds (Å) are listed after each position.
Element x y z (Å)
1 C -1.710 -2.921 -1.200  C2 1.438, C3 1.345, H15 1.044
2 C -1.900 -2.407 0.130  C1 1.438, C4 1.356, H16 1.099
3 C -0.668 -2.404 -1.875  C1 1.345, C5 1.340, H17 1.121
4 C -1.049 -1.493 0.658  C2 1.356, C6 1.357, H18 1.098
5 C 0.148 -1.475 -1.357  C3 1.340, C6 1.478, H19 1.049
6 C 0.046 -0.988 0.035  C4 1.357, C5 1.478, C12 1.440
7 C -2.192 2.589 -0.809  C11 1.494, H20 1.169, H21 1.107, H22 1.109
8 C 1.068 0.169 2.130  C12 1.571, H23 1.162, H24 1.097, H25 1.097
9 C 4.005 -0.712 0.222  Se14 1.956, H26 1.123, H27 1.147, H28 1.127
10 C 0.063 1.887 -0.634  C11 1.495, H29 1.133, H30 1.162
11 C -1.254 1.828 0.071  C7 1.494, C10 1.495, O13 1.478, H31 1.069
12 C 1.122 -0.220 0.609  C6 1.440, C8 1.571, Se14 1.879
13 O -1.276 2.242 1.490  C11 1.478, H32 0.992
14 Se 2.556 0.440 -0.410  C9 1.956, C12 1.879
15 H -2.364 -3.594 -1.657  C1 1.044
16 H -2.729 -2.726 0.777  C2 1.099
17 H -0.604 -2.618 -2.974  C3 1.121
18 H -1.175 -1.375 1.742  C4 1.098
19 H 0.814 -0.965 -1.986  C5 1.049
20 H -2.608 1.961 -1.703  C7 1.169
21 H -1.614 3.391 -1.308  C7 1.107
22 H -3.066 3.101 -0.356  C7 1.109
23 H 2.151 0.377 2.497  C8 1.162
24 H 0.401 0.915 2.580  C8 1.097
25 H 0.997 -0.709 2.784  C8 1.097
26 H 3.862 -1.638 -0.397  C9 1.123
27 H 4.971 -0.118 0.051  C9 1.147
28 H 3.787 -0.859 1.318  C9 1.127
29 H -0.161 1.727 -1.733  C10 1.133
30 H 0.954 2.590 -0.386  C10 1.162
31 H -1.529 0.799 0.158  C11 1.069
32 H -1.046 3.205 1.534  O13 0.992

Results
E_tot, a.u.: -2944.51812
LUMO level (spin up / spin down), eV: 0.23 / -0.51
ΔE to the lowest compared entry with this formula, charge and spin, kJ/mol: 89.97
2S+1: 1
Gap between HOMO and LUMO (spin up / spin down), eV: 7.396 / 7.356

Entry 2:
ORCA calculation (the ωB97M-V functional and the def2-TZVPD basis) on a cluster of 2 separate species, C12H19BCl2O in total at a distorted geometry.

Bonds (Å) are listed after each position.
Element x y z (Å)
1 C 2.996 -1.603 0.781  C2 1.640, H14 1.170, H15 1.188, H16 1.188
2 C 2.614 -0.016 0.622  C1 1.640, C3 1.671, H17 1.179, H18 1.194
3 C 2.392 0.439 -0.971  C2 1.671, C4 1.639, H19 1.194, H20 1.170
4 C 0.813 0.310 -1.393  C3 1.639, O5 1.494, H21 1.191, H22 1.191
5 O 0.487 -0.941 -2.141  C4 1.494, B6 1.476
6 B -0.303 -1.753 -1.194  O5 1.476, C7 1.676, H23 1.183
7 C -1.805 -2.413 -1.535  B6 1.676, C8 1.672, H24 1.170, H25 1.193
8 C -2.884 -1.434 -0.716  C7 1.672, C9 1.645, C13 1.644
9 C -2.723 0.195 -0.876  C8 1.645, C10 1.672, H26 1.170
10 C -3.771 1.172 -0.016  C9 1.672, C11 1.641, H27 1.189
11 C -4.934 0.537 0.952  C10 1.641, C12 1.670, H28 1.193
12 C -5.070 -1.125 1.029  C11 1.670, C13 1.664, H29 1.176
13 C -4.047 -2.146 0.202  C8 1.644, C12 1.664, H30 1.179
14 H 2.179 -2.350 0.402  C1 1.170
15 H 3.982 -1.839 0.160  C1 1.188
16 H 3.195 -1.789 1.937  C1 1.188
17 H 1.650 0.320 1.212  C2 1.179
18 H 3.556 0.604 1.011  C2 1.194
19 H 2.661 1.601 -0.984  C3 1.194
20 H 3.141 -0.081 -1.705  C3 1.170
21 H 0.152 0.370 -0.405  C4 1.191
22 H 0.528 1.290 -2.007  C4 1.191
23 H 0.087 -1.945 -0.094  B6 1.183
24 H -2.031 -2.472 -2.682  C7 1.170
25 H -1.871 -3.487 -1.019  C7 1.193
26 H -1.937 0.753 -1.540  C9 1.170
27 H -3.635 2.350 -0.099  C10 1.189
28 H -5.657 1.262 1.565  C11 1.193
29 H -5.929 -1.568 1.699  C12 1.176
30 H -4.194 -3.311 0.305  C13 1.179
31 C 4.128 3.941 1.554  Cl32 1.768, Cl33 1.768, H34 1.093, H35 1.093
32 Cl 4.833 3.028 0.215  C31 1.768
33 Cl 2.667 3.152 2.162  C31 1.768
34 H 4.859 4.007 2.364  C31 1.093
35 H 3.871 4.944 1.205  C31 1.093

Results
E_tot, a.u.: -1488.74359
LUMO level, eV: 0.17
ΔE to the lowest compared entry with this formula, charge and spin, kJ/mol: 1016.47
Structure (SMILES): CCCCOBCc1ccccc1.ClCCl
2S+1: 1
Gap between HOMO and LUMO, eV: 8.601

Entry 3:
ORCA calculation (the ωB97M-V functional and the def2-TZVPD basis) on the ion C12H19Cl2N2O with charge +1.

Bonds (Å) are listed after each position.
Element x y z (Å)
1 C -0.740 -2.638 -4.148  H2 1.088, H3 1.086, H4 1.088, C5 1.535
2 H 0.178 -2.926 -4.658  C1 1.088
3 H -1.579 -3.045 -4.703  C1 1.086
4 H -0.738 -3.084 -3.156  C1 1.088
5 C -0.851 -1.109 -4.069  C1 1.535, N6 1.466, C29 1.532, C33 1.531
6 N 0.304 -0.492 -3.410  C5 1.466, H7 1.014, C8 1.440
7 H 1.100 -0.519 -4.036  N6 1.014
8 C 0.671 -0.935 -2.090  N6 1.440, H9 1.100, H10 1.090, C11 1.565
9 H 1.353 -1.797 -2.069  C8 1.100
10 H -0.232 -1.211 -1.545  C8 1.090
11 C 1.389 0.230 -1.331  C8 1.565, C12 1.501, O26 1.405, H28 1.100
12 C 0.833 0.363 0.057  C11 1.501, C13 1.396, C17 1.391
13 C -0.458 0.863 0.237  C12 1.396, C14 1.380, H25 1.079
14 C -0.978 0.966 1.510  C13 1.380, C15 1.393, Cl24 1.741
15 C -0.219 0.575 2.610  C14 1.393, C16 1.389, N20 1.460
16 C 1.064 0.073 2.431  C15 1.389, C17 1.383, Cl19 1.729
17 C 1.589 -0.036 1.155  C12 1.391, C16 1.383, H18 1.078
18 H 2.586 -0.410 0.987  C17 1.078
19 Cl 1.957 -0.392 3.837  C16 1.729
20 N -0.791 0.713 3.946  C15 1.460, H21 1.045, H22 1.029, H23 1.029
21 H -1.744 1.109 3.782  N20 1.045
22 H -0.837 -0.197 4.422  N20 1.029
23 H -0.218 1.340 4.526  N20 1.029
24 Cl -2.575 1.591 1.810  C14 1.741
25 H -1.036 1.167 -0.622  C13 1.079
26 O 2.777 0.029 -1.245  C11 1.405, H27 0.963
27 H 3.149 0.018 -2.134  O26 0.963
28 H 1.165 1.155 -1.883  C11 1.100
29 C -2.127 -0.708 -3.323  C5 1.532, H30 1.086, H31 1.088, H32 1.087
30 H -2.997 -1.010 -3.898  C29 1.086
31 H -2.192 -1.184 -2.347  C29 1.088
32 H -2.153 0.371 -3.194  C29 1.087
33 C -0.898 -0.525 -5.483  C5 1.531, H34 1.088, H35 1.086, H36 1.087
34 H -0.019 -0.820 -6.051  C33 1.088
35 H -1.778 -0.880 -6.010  C33 1.086
36 H -0.932 0.560 -5.437  C33 1.087

Results
E_tot, a.u.: -1573.55316
Charge: +1
LUMO level, eV: -3.28
Structure (SMILES): CC(C)(C)NC[C@H](O)c1cc(Cl)c([NH3+])c(Cl)c1
2S+1: 1
Gap between HOMO and LUMO, eV: 8.061

- 2S+1 of number 1 (C12H18OSe)?
  1

- The highest E_tot belongs to which entry?
  C12H19BCl2O

- Which value of 2S+1 does entry 2 give?
  1